Record 1
Below is a structure of composition C6H9DyO4 in a non-equilibrium geometry, with properties calculated with wB97M-V/def2-TZVPD.

Each line ends with the Löwdin charge.
Element x y z (Å)
H1 -1.7856 -0.1474 1.0105  0.14
O1 -0.0943 2.5673 -0.7002  -0.15
H2 1.9265 -1.4701 -0.7579  0.14
H3 -0.5623 -1.6936 -0.4492  0.21
O2 -1.5155 2.2926 -2.3422  -0.17
H4 -1.3982 -1.6567 2.4943  0.13
C1 0.0353 -0.9698 0.1290  -0.20
H5 0.1572 -1.7837 3.5185  0.14
H6 -0.3349 1.0111 0.9672  0.15
C2 -0.9166 0.2317 0.4609  -0.07
O3 -1.5215 0.8098 -0.7071  0.08
C3 -1.0250 1.8935 -1.2409  -0.81
H7 1.8229 0.2067 -0.1608  0.15
O4 0.8790 -0.1590 -1.9775  -0.02
C4 1.2655 -0.5889 -0.6882  -0.21
Dy1 -0.2726 4.4225 -2.5963  1.88
C5 -0.3062 -1.6511 2.5392  0.27
H8 1.6622 0.0754 -2.4796  0.11
C6 0.4571 -1.5912 1.4367  0.08
H9 1.5271 -1.7989 1.5435  0.16

Atoms 1-3, force components in eV/Å:
H 0.34 0.36 0.18
O 0.04 0.37 -0.11
H -0.15 0.17 0.04

Properties
LUMO (spin up / spin down) = -11.472 / -8.080 eV
Multiplicity = 6
⟨S²⟩ = 9.772
Net charge = +2

***

Record 2
Below is a structure of composition C6H9F in a non-equilibrium geometry, with properties calculated with wB97M-V/def2-TZVPD.

Each line ends with the Löwdin charge.
Element x y z (Å)
H1 0.8431 -1.6235 -0.1320  0.18
H2 1.2734 -0.5761 2.1429  0.14
H3 -4.0518 -0.4715 -0.5628  0.15
H4 2.6947 -0.2382 -0.7784  0.09
C1 -0.2148 0.2169 0.6122  -0.09
C2 1.7105 0.0935 -1.1544  -0.06
H5 -1.2140 -0.2534 0.8680  -0.06
H6 -0.5364 1.2675 0.3208  0.15
C3 1.1185 0.0941 1.3190  -0.25
C4 -2.5372 -0.5772 0.7522  0.01
F1 1.9101 1.2013 1.4169  0.02
H7 -2.3809 0.5005 -1.0960  0.02
H8 1.8573 1.1574 -1.1451  0.07
H9 1.5193 -0.2698 -2.1520  0.07
C5 0.8858 -0.4766 -0.0358  -0.30
C6 -2.8775 -0.0450 -0.3753  -0.15

Atoms 1-3, force components in eV/Å:
H -0.11 1.82 0.54
H -0.10 -0.09 0.32
H 3.17 1.37 0.42

Properties
LUMO = -0.026 eV

***

Asked for energy above the lowest of the compared OMol25 structures with the same formula, charge and spin across the records above, the calculation gives 0.0, 135.9 kcal per mole in order.
Asked for total energy across the records above, the calculation gives -38622.3168, -9078.8020 eV in order.